Density functional theory data (ωB97M-V with the def2-TZVPD basis set) for a molecular structure, C12H33BF3NO7Pt at a distorted geometry.

Last column: Mulliken spin population.
Atoms and positions in Å:
Pt  0.747  -0.988  0.757  1.373
C  1.257  2.011  -0.629  0.029
O  -0.062  2.053  -1.203  0.005
O  1.467  0.977  0.159  0.103
C  2.280  2.037  -1.805  -0.002
F  3.420  1.412  -1.496  0.001
F  1.820  1.494  -2.933  0.000
F  2.613  3.311  -2.095  0.000
C  -0.467  3.355  -1.631  0.001
C  -1.572  3.175  -2.644  0.000
H  -1.231  2.525  -3.450  0.000
H  -2.448  2.732  -2.171  0.000
H  -1.890  4.108  -3.113  0.000
H  0.391  3.816  -2.127  0.000
H  -0.767  3.972  -0.780  0.000
H  1.403  2.969  -0.089  0.001
B  2.613  -2.339  0.271  0.033
H  2.113  -1.603  -0.589  0.105
H  1.804  -3.160  0.716  0.005
H  3.496  -2.934  -0.292  0.033
H  3.009  -1.685  1.228  0.003
C  1.737  0.677  3.710  0.000
C  2.998  1.448  3.348  0.000
O  2.811  2.340  2.275  0.001
O  1.582  -0.549  2.996  0.046
H  0.878  1.325  3.541  0.000
H  1.780  0.457  4.787  0.001
H  3.781  0.718  3.096  0.000
H  3.321  2.042  4.204  0.000
H  2.473  1.834  1.490  -0.002
H  2.171  -1.215  3.363  -0.002
C  -1.629  -2.214  2.628  0.003
C  -1.789  -0.709  2.684  0.002
O  -1.369  -0.118  1.448  0.072
O  -0.345  -2.588  2.116  0.039
H  -2.371  -2.638  1.936  0.000
H  -1.849  -2.640  3.609  0.002
H  -1.221  -0.300  3.524  0.001
H  -2.855  -0.533  2.861  0.002
H  -1.547  0.830  1.463  -0.002
H  -0.204  -3.525  2.293  0.009
C  0.180  -1.308  -3.067  0.002
C  -0.919  -1.172  -2.030  -0.016
C  -2.245  -1.638  -2.552  0.012
O  -3.240  -1.772  -1.554  -0.001
C  -3.769  -0.549  -1.101  0.000
N  -0.574  -1.934  -0.795  0.154
H  -0.094  -0.791  -3.987  0.000
H  0.341  -2.370  -3.295  -0.002
H  1.129  -0.924  -2.702  0.002
H  -0.938  -0.133  -1.706  0.003
H  -2.116  -2.625  -3.016  0.001
H  -2.586  -1.017  -3.394  0.001
H  -4.530  -0.167  -1.790  0.000
H  -2.989  0.201  -0.958  -0.001
H  -4.238  -0.723  -0.132  0.000
H  -0.284  -2.882  -1.043  -0.001
H  -1.474  -2.075  -0.330  -0.016

Its strongest force on any atom is 1.792 eV Å⁻¹. The calculation puts the molar mass at 566.28 u. The calculation puts the lowest unoccupied orbital energy (spin up / spin down) at -0.11 / -0.11 eV. As for the expectation value of S²: 2.004. As for the total charge: 0. As for the spin multiplicity: 3. The electronic energy comes out at -40872.399 eV. The HOMO-LUMO gap (spin up / spin down) is 7.77 / 8.15 eV.

***

Density functional theory data (ωB97M-V with the def2-TZVPD basis set) for a gas-phase ion, C4H10ClN2O (charge +1) at a distorted geometry.

Last column: Mulliken spin population.
Atoms and positions in Å:
C  -0.448  0.750  1.766  0.831
C  1.805  -1.187  -0.645  -0.001
C  -1.603  0.025  -0.806  0.001
C  -0.499  -0.391  0.270  0.015
N  0.661  1.246  2.010  0.904
N  0.875  -0.141  -0.219  0.011
O  -1.099  0.995  -1.614  -0.001
Cl  -2.019  0.954  2.494  0.261
H  2.191  -1.724  0.233  0.000
H  1.321  -1.936  -1.266  0.000
H  2.655  -0.691  -1.262  -0.001
H  -2.579  0.353  -0.307  -0.003
H  -1.717  -0.984  -1.229  0.001
H  -0.613  -1.306  0.841  0.001
H  0.616  1.795  2.864  -0.018
H  1.453  0.576  0.378  -0.003
H  0.775  0.498  -1.155  0.000
H  -1.774  1.165  -2.353  0.001

Its strongest force on any atom is 14.928 eV Å⁻¹. The calculation puts the molar mass at 137.59 u. The calculation puts the lowest unoccupied orbital energy (spin up / spin down) at -3.00 / -7.98 eV. As for the expectation value of S²: 2.009. As for the total charge: +1. As for the spin multiplicity: 3. The electronic energy comes out at -21846.127 eV. The HOMO-LUMO gap (spin up / spin down) is 7.07 / 6.36 eV.

***

Density functional theory data (ωB97M-V with the def2-TZVPD basis set) for a single CH3NOSi molecule at a distorted geometry.

Last column: Mulliken spin population.
Atoms and positions in Å:
C  -1.832  -1.576  -0.340  -0.018
N  -2.613  -2.446  -0.345  0.268
O  0.426  -0.685  1.107  0.375
Si  -0.403  -0.360  -0.232  0.694
H  0.275  -0.891  2.004  -0.034
H  -1.031  0.867  -0.893  0.393
H  0.858  -0.594  -0.966  0.322

Its strongest force on any atom is 4.063 eV Å⁻¹. The calculation puts the molar mass at 73.13 u. The calculation puts the lowest unoccupied orbital energy (spin up / spin down) at 0.59 / -5.81 eV. As for the expectation value of S²: 2.015. As for the total charge: 0. As for the spin multiplicity: 3. The electronic energy comes out at -12494.730 eV. The HOMO-LUMO gap (spin up / spin down) is 6.17 / 5.89 eV.

***

Density functional theory data (ωB97M-V with the def2-TZVPD basis set) for a molecular structure, C44H39F2N2O3TeZn.

Last column: Mulliken charge in e.
Atoms and positions in Å:
Zn  -0.978  0.892  -0.553  0.031
F  -3.337  -4.057  -0.704  -0.390
C  -3.462  -2.711  -0.585  0.496
C  -2.336  -1.916  -0.612  0.824
C  -2.444  -0.533  -0.478  0.857
C  -3.732  0.030  -0.301  0.003
C  -4.830  -0.825  -0.320  0.704
F  -6.104  -0.351  -0.201  -0.416
C  -4.733  -2.195  -0.452  -1.054
C  -3.847  1.497  -0.046  -0.330
C  -5.038  2.186  0.211  -0.960
C  -4.996  3.542  0.474  -0.474
C  -3.782  4.209  0.481  -0.871
C  -2.649  3.465  0.216  -0.833
N  -2.687  2.163  -0.033  0.864
H  -1.374  -2.397  -0.742  -0.014
H  -5.614  -2.820  -0.454  0.478
H  -5.980  1.668  0.218  0.570
H  -5.916  4.075  0.680  0.423
H  -3.710  5.269  0.684  0.426
H  -1.663  3.916  0.201  0.502
C  4.062  -0.553  4.587  -1.558
C  2.892  -0.167  3.722  0.391
C  1.818  0.550  4.209  -0.788
C  0.728  0.900  3.412  1.285
C  -0.412  1.578  4.079  -0.549
O  -0.234  2.399  4.963  -0.673
C  -1.818  1.171  3.739  0.405
C  -2.852  2.077  3.943  -0.594
C  -4.167  1.693  3.728  -0.587
C  -4.455  0.392  3.334  -0.280
C  -3.426  -0.518  3.137  -0.457
C  -2.110  -0.124  3.326  0.112
C  0.714  0.615  2.022  0.630
O  -0.237  1.072  1.275  -1.392
C  1.803  -0.169  1.541  -2.003
C  2.839  -0.536  2.375  0.389
C  1.842  -0.582  0.109  0.982
N  2.199  0.172  -0.848  0.251
C  2.525  1.562  -0.596  0.022
C  3.547  2.030  -1.615  -1.382
Te  5.544  1.329  -1.289  0.170
C  5.243  -0.725  -1.652  -0.153
C  5.322  -1.632  -0.600  -0.149
C  5.163  -2.993  -0.833  -0.599
C  4.920  -3.454  -2.117  -0.374
C  4.835  -2.553  -3.169  -0.590
C  5.001  -1.194  -2.940  -0.259
C  1.460  -1.990  -0.231  0.843
C  1.364  -2.373  -1.568  0.065
C  1.010  -3.668  -1.904  -1.078
C  0.745  -4.602  -0.908  -0.573
C  0.833  -4.227  0.424  -0.903
C  1.183  -2.925  0.762  -0.777
H  3.892  -0.257  5.622  0.368
H  4.986  -0.072  4.254  0.324
H  4.235  -1.632  4.573  0.316
H  1.784  0.844  5.253  0.396
H  -2.609  3.079  4.275  0.426
H  -4.969  2.409  3.865  0.404
H  -5.482  0.091  3.161  0.390
H  -3.642  -1.526  2.805  0.341
H  -1.304  -0.823  3.143  0.273
H  3.646  -1.134  1.957  0.409
H  2.876  1.734  0.426  0.250
H  1.613  2.151  -0.742  -0.110
H  3.658  3.116  -1.595  0.617
H  3.242  1.732  -2.614  0.190
H  5.493  -1.271  0.407  0.428
H  5.210  -3.689  -0.005  0.351
H  4.781  -4.513  -2.296  0.398
H  4.633  -2.906  -4.173  0.377
H  4.935  -0.494  -3.764  0.376
H  1.568  -1.631  -2.326  0.666
H  0.925  -3.947  -2.947  0.434
H  0.452  -5.611  -1.171  0.430
H  0.611  -4.944  1.206  0.399
H  1.228  -2.628  1.802  0.373
C  0.643  1.715  -4.201  -1.596
C  -0.656  1.754  -3.385  2.069
C  -1.463  0.481  -3.666  -1.727
C  -1.480  2.973  -3.821  -1.645
O  -0.353  1.890  -2.035  -0.540
H  0.451  1.728  -5.278  0.463
H  1.219  0.820  -3.959  0.142
H  1.251  2.586  -3.946  0.348
H  -1.668  0.360  -4.734  0.520
H  -2.415  0.509  -3.132  0.282
H  -0.912  -0.397  -3.317  0.195
H  -1.692  2.968  -4.895  0.363
H  -0.931  3.884  -3.574  0.384
H  -2.427  2.990  -3.277  0.257

Its strongest force on any atom is 0.529 eV Å⁻¹. The calculation puts the molar mass at 874.79 u. The calculation puts the lowest unoccupied orbital energy at 2.20 eV. As for the total charge: -1. The electronic energy comes out at -116533.482 eV. The HOMO-LUMO gap is 7.12 eV.

***

Density functional theory data (ωB97M-V with the def2-TZVPD basis set) for 2 unconnected molecules or ions with the total composition C5H8N2 at a distorted geometry.

Last column: Mulliken charge in e.
Atoms and positions in Å:
C  0.845  -1.737  0.695  0.320
C  0.262  -0.031  -1.816  -0.447
C  -0.531  1.076  -1.306  -0.399
C  -0.655  -0.181  1.776  -1.436
C  -0.022  -0.648  0.511  0.355
N  1.489  -2.677  0.878  -0.443
N  -0.425  -0.162  -0.635  0.019
H  -0.113  -0.567  -2.778  0.249
H  1.333  0.300  -1.609  0.253
H  -0.030  1.826  -0.702  0.250
H  -1.350  1.467  -1.851  0.242
H  -1.109  -0.923  2.453  0.367
H  -1.483  0.419  1.657  0.447
H  -0.061  0.593  2.370  0.290
H  1.850  1.243  0.359  -0.065

Its strongest force on any atom is 3.852 eV Å⁻¹. The calculation puts the molar mass at 96.13 u. The calculation puts the lowest unoccupied orbital energy (spin up / spin down) at -0.26 / -1.09 eV. As for the total charge: 0. The electronic energy comes out at -8288.281 eV. The HOMO-LUMO gap (spin up / spin down) is 9.84 / 6.11 eV.

***

What did the second record say?
Density functional theory data (ωB97M-V with the def2-TZVPD basis set) for a gas-phase ion, C4H10ClN2O (charge +1) at a distorted geometry.

Last column: Mulliken spin population.
Atoms and positions in Å:
C  -0.448  0.750  1.766  0.831
C  1.805  -1.187  -0.645  -0.001
C  -1.603  0.025  -0.806  0.001
C  -0.499  -0.391  0.270  0.015
N  0.661  1.246  2.010  0.904
N  0.875  -0.141  -0.219  0.011
O  -1.099  0.995  -1.614  -0.001
Cl  -2.019  0.954  2.494  0.261
H  2.191  -1.724  0.233  0.000
H  1.321  -1.936  -1.266  0.000
H  2.655  -0.691  -1.262  -0.001
H  -2.579  0.353  -0.307  -0.003
H  -1.717  -0.984  -1.229  0.001
H  -0.613  -1.306  0.841  0.001
H  0.616  1.795  2.864  -0.018
H  1.453  0.576  0.378  -0.003
H  0.775  0.498  -1.155  0.000
H  -1.774  1.165  -2.353  0.001

Its strongest force on any atom is 14.928 eV Å⁻¹. The calculation puts the molar mass at 137.59 u. The calculation puts the lowest unoccupied orbital energy (spin up / spin down) at -3.00 / -7.98 eV. As for the expectation value of S²: 2.009. As for the total charge: +1. As for the spin multiplicity: 3. The electronic energy comes out at -21846.127 eV. The HOMO-LUMO gap (spin up / spin down) is 7.07 / 6.36 eV.

***

Repeat the first record exactly.
Density functional theory data (ωB97M-V with the def2-TZVPD basis set) for a molecular structure, C12H33BF3NO7Pt at a distorted geometry.

Last column: Mulliken spin population.
Atoms and positions in Å:
Pt  0.747  -0.988  0.757  1.373
C  1.257  2.011  -0.629  0.029
O  -0.062  2.053  -1.203  0.005
O  1.467  0.977  0.159  0.103
C  2.280  2.037  -1.805  -0.002
F  3.420  1.412  -1.496  0.001
F  1.820  1.494  -2.933  0.000
F  2.613  3.311  -2.095  0.000
C  -0.467  3.355  -1.631  0.001
C  -1.572  3.175  -2.644  0.000
H  -1.231  2.525  -3.450  0.000
H  -2.448  2.732  -2.171  0.000
H  -1.890  4.108  -3.113  0.000
H  0.391  3.816  -2.127  0.000
H  -0.767  3.972  -0.780  0.000
H  1.403  2.969  -0.089  0.001
B  2.613  -2.339  0.271  0.033
H  2.113  -1.603  -0.589  0.105
H  1.804  -3.160  0.716  0.005
H  3.496  -2.934  -0.292  0.033
H  3.009  -1.685  1.228  0.003
C  1.737  0.677  3.710  0.000
C  2.998  1.448  3.348  0.000
O  2.811  2.340  2.275  0.001
O  1.582  -0.549  2.996  0.046
H  0.878  1.325  3.541  0.000
H  1.780  0.457  4.787  0.001
H  3.781  0.718  3.096  0.000
H  3.321  2.042  4.204  0.000
H  2.473  1.834  1.490  -0.002
H  2.171  -1.215  3.363  -0.002
C  -1.629  -2.214  2.628  0.003
C  -1.789  -0.709  2.684  0.002
O  -1.369  -0.118  1.448  0.072
O  -0.345  -2.588  2.116  0.039
H  -2.371  -2.638  1.936  0.000
H  -1.849  -2.640  3.609  0.002
H  -1.221  -0.300  3.524  0.001
H  -2.855  -0.533  2.861  0.002
H  -1.547  0.830  1.463  -0.002
H  -0.204  -3.525  2.293  0.009
C  0.180  -1.308  -3.067  0.002
C  -0.919  -1.172  -2.030  -0.016
C  -2.245  -1.638  -2.552  0.012
O  -3.240  -1.772  -1.554  -0.001
C  -3.769  -0.549  -1.101  0.000
N  -0.574  -1.934  -0.795  0.154
H  -0.094  -0.791  -3.987  0.000
H  0.341  -2.370  -3.295  -0.002
H  1.129  -0.924  -2.702  0.002
H  -0.938  -0.133  -1.706  0.003
H  -2.116  -2.625  -3.016  0.001
H  -2.586  -1.017  -3.394  0.001
H  -4.530  -0.167  -1.790  0.000
H  -2.989  0.201  -0.958  -0.001
H  -4.238  -0.723  -0.132  0.000
H  -0.284  -2.882  -1.043  -0.001
H  -1.474  -2.075  -0.330  -0.016

Its strongest force on any atom is 1.792 eV Å⁻¹. The calculation puts the molar mass at 566.28 u. The calculation puts the lowest unoccupied orbital energy (spin up / spin down) at -0.11 / -0.11 eV. As for the expectation value of S²: 2.004. As for the total charge: 0. As for the spin multiplicity: 3. The electronic energy comes out at -40872.399 eV. The HOMO-LUMO gap (spin up / spin down) is 7.77 / 8.15 eV.

***

> What is the strongest force on any atom in the first record?

1.792 eV Å⁻¹